Here is C44H34Cl3N3O8W as an isolated structure from OMol25. Energies are from wB97M-V/def2-TZVPD.

Geometry as XYZ:
```
93
C44H34Cl3N3O8W wB97M-V/def2-TZVPD
W 0.296 -0.468 -0.254
O 0.178 -0.302 1.504
C -0.741 -0.557 2.590
C -2.012 0.194 2.184
C -2.682 -0.196 0.884
C -4.063 -0.288 0.901
C -4.761 -0.481 -0.275
C -4.052 -0.587 -1.454
C -2.668 -0.523 -1.443
C -1.975 -0.745 -2.771
C -0.704 0.062 -3.059
O 0.170 -0.316 -1.986
C -0.861 1.580 -3.010
C 0.303 2.339 -2.878
C 0.243 3.721 -2.875
C -0.983 4.362 -3.013
C -2.137 3.612 -3.170
C -2.077 2.224 -3.178
C -0.102 -0.323 -4.412
C -0.553 0.292 -5.573
C 0.029 -0.013 -6.793
C 1.069 -0.929 -6.862
C 1.518 -1.549 -5.707
C 0.938 -1.247 -4.483
N -1.993 -0.328 -0.281
C -0.107 -0.019 3.875
C -0.573 1.118 4.523
C 0.088 1.610 5.641
C 1.223 0.980 6.123
C 1.696 -0.155 5.479
C 1.037 -0.649 4.367
C -0.989 -2.068 2.748
C -2.191 -2.529 3.270
C -2.400 -3.885 3.476
C -1.406 -4.801 3.177
C -0.193 -4.351 2.680
C 0.013 -2.998 2.467
H -1.757 1.253 2.096
H -2.731 0.103 2.993
H -4.597 -0.193 1.835
H -5.842 -0.534 -0.272
H -4.569 -0.736 -2.392
H -2.686 -0.565 -3.574
H -1.688 -1.800 -2.829
H 1.259 1.836 -2.806
H 1.153 4.302 -2.786
H -1.031 5.443 -3.027
H -3.088 4.109 -3.305
H -2.991 1.660 -3.325
H -1.351 1.024 -5.532
H -0.316 0.479 -7.691
H 1.534 -1.151 -7.813
H 2.330 -2.263 -5.754
H 1.307 -1.721 -3.587
H -1.465 1.633 4.186
H -0.298 2.486 6.147
H 1.729 1.359 7.000
H 2.569 -0.673 5.853
H 1.412 -1.543 3.892
H -2.977 -1.835 3.542
H -3.342 -4.222 3.889
H -1.571 -5.856 3.353
H 0.607 -5.053 2.474
H 0.977 -2.666 2.115
O -0.574 1.635 -0.112
C -0.155 2.647 0.478
C 1.153 2.802 0.998
C 1.476 3.905 1.801
C 2.737 4.000 2.319
C 3.704 3.025 2.057
C 3.411 1.963 1.235
C 2.132 1.826 0.685
O 1.853 0.841 -0.140
N 3.080 5.150 3.178
O 2.220 5.993 3.330
O 4.189 5.158 3.664
H -0.863 3.472 0.606
H 0.744 4.670 2.026
H 4.676 3.134 2.520
H 4.160 1.216 1.009
Cl 5.401 -0.501 -1.425
C 4.859 -2.041 -0.694
Cl 5.962 -2.557 0.574
Cl 4.677 -3.284 -1.940
C 3.539 -1.750 -0.158
N 2.488 -1.471 0.190
C -0.530 -4.372 -1.546
C 0.032 -3.066 -1.106
O 1.120 -2.618 -1.473
O -0.645 -2.326 -0.281
H -0.016 -4.727 -2.434
H -1.602 -4.293 -1.718
H -0.384 -5.090 -0.735
```

The electronic energy is -106407.4003 eV. As for the net charge: +2. The gap between HOMO and LUMO comes out at 6.568 eV. As for the energy relative to the best compared isomer or geometry (same formula, charge and spin): 42.2 kJ/mol. Its HOMO energy is -13.7 eV.

The Löwdin scheme yields these atomic charges, measured in e: 2.09, -0.24, -0.34, -0.06, -0.18, 0.02, 0.02, 0.02, -0.19, -0.02, -0.35, -0.24, -0.18, -0.03, -0.05, -0.06, -0.05, -0.02, -0.15, -0.01, -0.05, -0.06, -0.05, -0.01, 0.06, -0.14, -0.03, -0.06, -0.06, -0.05, -0.01, -0.15, -0.01, -0.05, -0.06, -0.05, -0.07, 0.12, 0.13, 0.13, 0.13, 0.14, 0.14, 0.14, 0.13, 0.12, 0.12, 0.12, 0.12, 0.12, 0.12, 0.12, 0.11, 0.09, 0.11, 0.11, 0.12, 0.12, 0.11, 0.12, 0.12, 0.12, 0.12, 0.09, -0.08, -0.09, -0.10, 0.09, -0.11, 0.07, 0.05, -0.28, -0.21, -0.35, 0.10, 0.11, 0.17, 0.14, 0.14, 0.11, 0.66, -1.59, 0.68, 0.68, -0.31, 0.17, 0.06, -0.62, -0.03, -0.13, 0.10, 0.10, 0.11

***

Here is C44H34Cl3N6O4PPbS as an isolated structure from OMol25. Energies are from wB97M-V/def2-TZVPD.

Geometry as XYZ:
```
94
C44H34Cl3N6O4PPbS wB97M-V/def2-TZVPD
Pb 0.798 -0.382 -0.828
O 2.591 -3.306 -3.783
C 2.218 -2.523 -2.884
N 1.626 -1.369 -2.903
C 1.169 -0.828 -4.143
C 0.782 -1.593 -5.208
C 0.377 -0.965 -6.390
C 0.162 0.409 -6.389
C 0.429 1.181 -5.259
C 1.019 0.580 -4.124
N 1.274 1.333 -2.933
C 1.894 2.467 -3.079
O 2.428 3.003 -4.067
C 2.080 3.376 -1.839
C 2.602 4.683 -2.049
C 3.033 5.412 -0.946
C 2.917 4.880 0.344
C 2.229 3.676 0.424
N 1.865 2.939 -0.629
C 2.536 -2.989 -1.458
C 2.532 -4.388 -1.182
C 2.903 -4.822 0.084
C 3.207 -3.872 1.016
C 3.111 -2.550 0.681
N 2.770 -2.110 -0.516
H 0.934 -2.675 -5.168
H 0.261 -1.613 -7.262
H -0.252 0.744 -7.291
H 0.291 2.257 -5.255
H 2.821 4.934 -3.066
H 3.446 6.439 -1.073
H 3.193 5.453 1.197
H 1.956 3.181 1.391
H 2.263 -5.045 -1.983
H 2.874 -5.873 0.282
H 3.465 -4.094 2.080
H 3.337 -1.771 1.421
C -4.479 -0.551 3.242
C -3.490 -0.460 4.206
C -2.216 -0.938 3.885
C -1.927 -1.527 2.683
C -2.963 -1.686 1.735
C -4.214 -1.193 2.081
P -0.170 -2.032 2.313
C 0.105 -3.248 3.647
C 1.399 -3.396 4.091
C 1.793 -4.328 5.054
C 0.848 -5.129 5.666
C -0.480 -4.935 5.272
C -0.841 -4.039 4.309
C -0.403 -3.176 0.879
C -0.776 -4.531 1.032
C -1.217 -5.239 -0.068
C -1.346 -4.623 -1.322
C -0.903 -3.294 -1.440
C -0.405 -2.506 -0.332
H -5.524 -0.222 3.427
H -3.588 0.040 5.162
H -1.441 -0.848 4.595
H -2.715 -2.222 0.795
H -4.996 -1.311 1.361
H 2.188 -2.780 3.724
H 2.817 -4.429 5.289
H 1.126 -5.868 6.420
H -1.247 -5.454 5.779
H -1.915 -3.898 4.083
H -0.775 -5.054 1.970
H -1.508 -6.310 -0.022
H -1.671 -5.141 -2.204
H -1.009 -2.857 -2.440
C -1.014 4.853 -1.555
C -0.795 4.935 -0.095
C -0.520 6.121 0.511
C -0.199 6.126 1.891
N -0.302 5.061 2.670
C -0.668 3.877 2.110
S -0.824 2.494 3.012
N -0.901 3.851 0.708
C 0.252 7.435 2.520
H -1.665 5.687 -1.838
H -1.435 3.902 -1.854
H -0.036 5.016 -2.120
H -0.472 7.033 -0.069
H -1.211 2.930 0.357
H 0.593 7.192 3.561
H -0.601 8.141 2.502
H 1.069 7.826 1.951
Cl -3.838 2.386 -3.700
C -3.690 0.911 -2.640
Cl -5.017 0.882 -1.476
Cl -3.792 -0.494 -3.695
C -2.309 0.939 -1.805
O -2.328 1.857 -0.955
O -1.495 0.048 -2.077
```

The electronic energy is -126252.6640 eV. As for the net charge: -2. The gap between HOMO and LUMO comes out at 6.135 eV. As for the energy relative to the best compared isomer or geometry (same formula, charge and spin): 96.5 kJ/mol. Its HOMO energy is -2.2 eV.

The Löwdin scheme yields these atomic charges, measured in e: 1.31, -0.02, -0.53, 0.01, -0.21, -0.04, -0.12, -0.12, -0.02, -0.21, 0.03, -0.53, -0.05, -0.21, -0.03, -0.09, -0.09, -0.16, 0.10, -0.21, 0.02, -0.07, -0.10, -0.19, 0.01, 0.10, 0.08, 0.06, 0.10, 0.09, 0.10, 0.08, 0.11, 0.11, 0.10, 0.11, 0.11, -0.12, -0.09, -0.15, -0.36, -0.04, -0.11, 1.08, -0.39, -0.13, -0.10, -0.10, -0.11, -0.11, -0.46, -0.11, -0.13, -0.10, -0.12, -0.32, 0.11, 0.10, 0.09, 0.11, 0.09, 0.08, 0.08, 0.09, 0.08, 0.12, 0.08, 0.09, 0.08, 0.09, 0.01, -0.28, -0.02, -0.33, 0.08, -0.89, 0.56, 0.13, -0.04, 0.09, 0.06, 0.11, 0.11, 0.11, 0.09, 0.08, 0.06, 0.50, -1.48, 0.57, 0.57, -0.79, -0.09, -0.15

***

Here is C44H34F9N2OP2RuS as an isolated structure from OMol25. Energies are from wB97M-V/def2-TZVPD.

Geometry as XYZ:
```
94
C44H34F9N2OP2RuS wB97M-V/def2-TZVPD
Ru -0.937 -0.072 -0.413
O -2.378 1.506 1.004
C -2.382 0.315 0.892
C -3.207 -0.725 1.512
C -4.096 -0.474 2.548
C -4.867 -1.528 3.025
C -4.759 -2.798 2.472
C -3.870 -3.054 1.430
C -3.082 -2.015 0.965
P -1.889 -2.116 -0.370
C -0.178 -2.054 0.240
C 0.841 -2.018 -0.836
C 2.115 -1.581 -0.758
C 2.897 -1.067 0.364
C 1.330 -2.087 2.280
C 0.028 -1.981 1.585
C -2.189 -3.505 -1.440
C -1.319 -4.598 -1.459
C -1.631 -5.696 -2.244
C -2.798 -5.702 -2.998
C -3.667 -4.614 -2.971
C -3.366 -3.510 -2.194
H -4.193 0.522 2.959
H -5.573 -1.354 3.825
H -5.380 -3.599 2.850
H -3.803 -4.045 0.999
H 0.512 -2.394 -1.798
H 2.672 -1.630 -1.689
H 3.964 -1.055 0.176
H 1.190 -1.904 3.345
H -0.855 -1.976 2.218
H -0.416 -4.604 -0.860
H -0.969 -6.551 -2.261
H -3.041 -6.565 -3.603
H -4.580 -4.634 -3.550
H -4.053 -2.670 -2.160
C -2.092 -1.329 -4.130
N -1.392 -0.085 -4.412
C -0.849 0.221 -5.756
C -0.397 1.691 -5.631
N -0.729 1.988 -4.230
C -1.291 0.958 -3.620
S -1.969 1.166 -2.011
H -2.122 -1.918 -5.043
H -3.116 -1.133 -3.812
H -1.576 -1.913 -3.367
H -1.637 0.088 -6.495
H -0.032 -0.461 -5.983
H -0.942 2.355 -6.297
H 0.670 1.817 -5.802
H -0.590 2.885 -3.794
F 5.638 -0.113 5.012
C 5.763 -0.824 3.884
F 6.904 -0.462 3.288
F 5.841 -2.117 4.205
C 4.592 -0.544 2.966
C 4.462 0.797 2.449
C 3.422 1.135 1.681
C 2.426 0.143 1.219
C 2.525 -1.260 1.817
C 3.666 -1.474 2.732
P 0.894 1.022 0.755
C 0.410 1.886 2.263
C 0.454 3.270 2.407
C 0.071 3.853 3.607
C -0.356 3.057 4.656
C -0.382 1.673 4.530
C -0.005 1.093 3.336
C -0.842 3.680 5.949
F -0.379 4.919 6.104
F -0.464 2.945 7.001
F -2.185 3.729 5.944
C 1.372 2.208 -0.527
C 2.514 2.013 -1.300
C 2.800 2.874 -2.350
C 1.945 3.931 -2.616
C 0.826 4.162 -1.821
C 0.525 3.290 -0.793
C 2.177 4.843 -3.800
F 2.548 6.061 -3.433
F 3.085 4.343 -4.639
F 1.010 4.953 -4.490
H 5.181 1.546 2.754
H 3.279 2.172 1.404
H 1.618 -3.147 2.196
H 3.734 -2.445 3.209
H 0.822 3.906 1.617
H 0.118 4.926 3.728
H -0.685 1.060 5.368
H -0.023 0.014 3.252
H 3.198 1.202 -1.086
H 3.682 2.721 -2.957
H 0.187 5.015 -2.015
H -0.376 3.447 -0.211
```

The electronic energy is -107634.9345 eV. As for the net charge: +3. The gap between HOMO and LUMO (spin up / spin down) comes out at 5.473 / 5.464 eV. Its HOMO energy (spin up / spin down) is -16.1 / -16.1 eV.

The Löwdin scheme yields these atomic charges, measured in e: 0.67, 0.07, -0.45, -0.21, 0.04, 0.00, 0.00, -0.02, -0.30, 1.06, -0.47, -0.13, -0.01, -0.12, -0.07, -0.03, -0.38, -0.06, -0.03, -0.01, -0.03, -0.11, 0.14, 0.13, 0.13, 0.13, 0.10, 0.13, 0.17, 0.14, 0.12, 0.11, 0.13, 0.13, 0.13, 0.12, -0.02, -0.11, -0.05, -0.07, 0.07, -0.65, 0.80, 0.11, 0.10, 0.06, 0.14, 0.14, 0.14, 0.13, 0.13, 0.17, -0.59, 0.17, 0.17, -0.07, 0.04, -0.05, -0.35, -0.28, 0.07, 1.13, -0.33, -0.04, 0.04, -0.07, 0.03, -0.06, -0.59, 0.17, 0.17, 0.17, -0.34, -0.04, 0.04, -0.09, 0.01, -0.11, -0.59, 0.20, 0.17, 0.13, 0.15, 0.12, 0.17, 0.15, 0.11, 0.14, 0.14, 0.09, 0.11, 0.14, 0.15, 0.11

***

Here is C44H35ClF10N4O3PV as an isolated structure from OMol25. Energies are from wB97M-V/def2-TZVPD.

Geometry as XYZ:
```
99
C44H35ClF10N4O3PV wB97M-V/def2-TZVPD
V 0.310 0.397 -0.052
C -0.491 1.670 2.572
N 0.109 0.428 2.044
C -0.747 -0.707 2.380
C -1.961 -0.816 1.463
N -1.652 -0.374 0.086
C -2.716 -0.377 -0.774
C -3.979 -0.989 -0.584
F -4.262 -1.698 0.525
C -5.007 -0.943 -1.511
F -6.160 -1.556 -1.233
C -4.863 -0.299 -2.717
F -5.854 -0.266 -3.615
C -3.644 0.292 -2.972
F -3.438 0.906 -4.142
C -2.635 0.256 -2.039
F -1.482 0.817 -2.411
C 1.490 0.272 2.537
C 2.450 1.175 1.770
N 2.163 1.049 0.339
C 2.841 1.821 -0.557
C 3.930 2.683 -0.345
F 4.466 2.837 0.880
C 4.501 3.429 -1.358
F 5.522 4.242 -1.076
C 4.043 3.352 -2.656
F 4.607 4.077 -3.630
C 2.995 2.497 -2.923
F 2.530 2.379 -4.169
C 2.436 1.766 -1.903
F 1.420 0.931 -2.218
H -0.622 1.587 3.659
H -1.459 1.833 2.102
H 0.148 2.520 2.343
H -1.077 -0.653 3.429
H -0.141 -1.591 2.275
H -2.791 -0.229 1.871
H -2.269 -1.863 1.501
H 1.776 -0.768 2.375
H 1.546 0.480 3.615
H 3.468 0.858 2.022
H 2.340 2.214 2.091
N -0.367 -1.355 -3.057
C 0.740 -2.165 -3.227
C 1.087 -2.567 -4.525
C 2.104 -3.471 -4.740
C 2.804 -4.000 -3.662
C 2.485 -3.579 -2.382
C 1.470 -2.652 -2.124
P 1.136 -2.024 -0.390
C 2.762 -2.483 0.361
C 3.023 -3.691 1.008
C 4.287 -3.975 1.509
C 5.322 -3.064 1.356
C 5.085 -1.873 0.683
C 3.818 -1.587 0.192
C -0.018 -3.357 0.162
C -1.034 -3.744 -0.713
C -2.032 -4.620 -0.309
C -2.027 -5.143 0.976
C -1.015 -4.779 1.854
C -0.028 -3.890 1.452
H -0.427 -0.896 -2.160
H -0.581 -0.733 -3.819
H 0.526 -2.160 -5.361
H 2.354 -3.766 -5.753
H 3.601 -4.718 -3.815
H 3.060 -3.978 -1.559
H 2.244 -4.437 1.105
H 4.463 -4.921 2.010
H 6.308 -3.285 1.747
H 5.886 -1.158 0.538
H 3.645 -0.656 -0.327
H -1.067 -3.338 -1.717
H -2.822 -4.886 -1.002
H -2.806 -5.826 1.292
H -0.997 -5.179 2.861
H 0.741 -3.610 2.162
C -2.354 5.746 3.161
C -3.006 4.571 2.488
C -3.946 3.788 3.139
C -4.506 2.690 2.504
Cl -5.674 1.708 3.355
C -4.138 2.356 1.217
C -3.195 3.129 0.552
C -2.642 4.236 1.178
O -1.735 5.073 0.610
C -0.937 4.618 -0.495
C 0.037 3.534 -0.009
O 1.042 3.896 0.606
O -0.358 2.332 -0.237
H -2.656 5.806 4.207
H -2.621 6.682 2.664
H -1.267 5.665 3.105
H -4.233 4.024 4.157
H -4.568 1.487 0.736
H -2.871 2.832 -0.436
H -0.388 5.500 -0.809
H -1.559 4.252 -1.314
```

The electronic energy is -132974.6716 eV. As for the net charge: -1. The gap between HOMO and LUMO (spin up / spin down) comes out at 6.247 / 5.451 eV. As for the energy relative to the best compared isomer or geometry (same formula, charge and spin): 3.8 kJ/mol. Its HOMO energy (spin up / spin down) is -3.9 / -3.1 eV. As for the multiplicity: 2.

The Löwdin scheme yields these atomic charges, measured in e: 0.67, -0.03, -0.29, -0.19, -0.20, -0.06, -0.19, -0.15, 0.07, -0.16, 0.11, -0.17, 0.10, -0.16, 0.11, -0.18, 0.06, -0.17, -0.20, -0.10, -0.20, -0.14, 0.09, -0.15, 0.11, -0.16, 0.10, -0.15, 0.11, -0.14, 0.06, 0.10, 0.08, 0.08, 0.13, 0.07, 0.11, 0.10, 0.10, 0.13, 0.11, 0.11, 0.11, -0.33, -0.04, -0.10, -0.11, -0.08, -0.26, 1.11, -0.36, -0.11, -0.09, -0.09, -0.07, -0.09, -0.33, -0.08, -0.08, -0.09, -0.08, -0.14, 0.01, 0.10, 0.11, 0.10, 0.09, 0.09, 0.09, 0.10, 0.10, 0.10, 0.09, 0.09, 0.10, 0.10, 0.10, 0.09, -0.03, -0.20, -0.08, -0.67, 0.63, -0.11, 0.00, -0.24, -0.03, -0.07, -0.59, 0.04, -0.12, 0.07, 0.08, 0.09, 0.11, 0.10, 0.11, 0.13, 0.12